--- a ---
The following is a DFT calculation (the ωB97M-V functional and the def2-TZVPD basis) of C42H49ClEuN12O3PS as an isolated structure.

Positions of all 110 atoms, in Å:
Eu 11.043 12.908 12.842
C 11.935 14.937 17.324
C 11.264 14.376 16.228
N 11.986 13.686 15.331
C 13.278 13.351 15.665
C 13.935 13.974 16.774
N 13.228 14.792 17.580
C 13.876 12.297 14.868
C 14.582 11.280 15.529
C 15.242 10.211 14.805
C 15.267 10.386 13.407
C 14.491 11.460 12.813
N 13.693 12.248 13.529
C 14.517 11.709 11.428
C 15.355 11.042 10.550
N 15.418 11.294 9.155
C 14.580 12.270 8.752
C 13.759 12.943 9.622
N 13.652 12.651 10.949
C 15.975 9.170 15.538
C 17.052 8.395 15.059
C 17.620 7.455 15.891
N 17.181 7.104 17.088
C 16.103 7.749 17.530
C 15.431 8.680 16.710
H 11.375 15.492 18.085
H 10.275 14.827 15.939
H 14.950 13.763 17.013
H 14.763 11.340 16.627
H 15.819 9.678 12.703
H 16.072 10.228 10.829
H 14.542 12.515 7.659
H 13.135 13.761 9.291
H 17.457 8.582 14.030
H 18.498 6.894 15.523
H 15.636 7.474 18.456
H 14.556 9.045 17.176
Cl 8.569 12.025 5.452
C 8.855 12.424 7.123
C 8.961 13.828 7.423
C 9.263 14.263 8.658
C 9.806 13.372 9.601
O 10.388 13.787 10.696
C 9.804 11.929 9.271
C 10.306 10.895 10.096
O 10.873 10.998 11.251
C 9.221 11.453 8.053
H 8.750 14.472 6.558
H 9.340 15.313 8.912
H 10.025 9.920 9.774
H 9.241 10.395 7.727
C 5.827 9.587 14.159
C 6.632 10.136 12.942
N 7.710 10.927 13.487
C 8.623 10.404 14.302
N 9.834 10.908 14.226
C 10.785 10.182 15.073
C 10.236 9.711 16.445
C 9.003 8.903 16.267
N 8.105 9.512 15.226
C 6.780 8.905 15.107
H 5.064 8.863 13.981
H 5.254 10.409 14.654
H 5.894 10.704 12.384
H 6.902 9.328 12.223
H 7.956 11.653 12.839
H 11.680 10.822 15.116
H 11.152 9.277 14.564
H 9.986 10.608 17.068
H 10.911 9.098 17.024
H 8.478 8.931 17.235
H 9.260 7.838 16.020
H 6.285 8.711 16.090
H 6.951 7.863 14.681
O 9.347 14.348 13.395
S 8.232 15.265 12.925
C 7.030 15.293 14.317
C 7.229 16.553 15.137
C 7.668 17.672 14.154
C 8.687 17.080 13.243
H 7.069 14.363 14.884
H 6.067 15.411 13.818
H 8.028 16.377 15.874
H 6.295 16.886 15.567
H 8.056 18.587 14.691
H 6.818 17.873 13.511
H 9.644 16.977 13.707
H 8.883 17.488 12.286
C 15.983 20.699 10.682
N 16.451 19.578 11.531
C 15.714 19.713 12.783
N 14.215 19.561 12.664
C 13.849 20.683 11.727
N 14.533 20.648 10.427
C 14.176 19.405 9.698
P 14.786 17.802 10.481
C 16.536 18.301 10.934
C 13.967 18.234 12.076
H 16.569 20.630 9.772
H 16.256 21.624 11.237
H 15.903 20.694 13.179
H 16.040 19.009 13.581
H 14.050 21.648 12.245
H 12.757 20.718 11.620
H 14.612 19.480 8.668
H 13.082 19.318 9.509
H 17.166 18.366 10.027
H 17.006 17.517 11.560
H 14.363 17.416 12.724
H 12.853 18.131 12.038

E_HOMO (alpha / beta)   -0.32553 / -0.34914 Ha
LUMO energy (alpha / beta)   -3.1278 / -3.1232 eV
Spin multiplicity   8
<S²>   15.7590
Charge   +1
Orbital gap (alpha / beta)   5.730 / 6.377 eV

=====

--- b ---
The following is a DFT calculation (the ωB97M-V functional and the def2-TZVPD basis) of C42H49ClEuN12O3PS as an isolated structure.

Positions of all 110 atoms, in Å:
Eu -0.249 0.193 0.169
C 2.928 3.011 2.891
C 2.050 1.974 2.937
N 0.859 2.039 2.335
C 0.490 3.205 1.817
C 1.424 4.247 1.724
N 2.614 4.142 2.265
C -0.857 3.304 1.366
C -1.264 4.538 0.823
C -2.533 4.674 0.268
C -3.381 3.574 0.419
C -2.935 2.368 1.032
N -1.663 2.209 1.410
C -3.867 1.306 1.203
C -5.222 1.424 0.866
N -6.030 0.408 0.912
C -5.586 -0.766 1.366
C -4.237 -0.923 1.649
N -3.393 0.091 1.566
C -2.992 5.867 -0.393
C -4.368 6.203 -0.419
C -4.735 7.438 -0.930
N -3.894 8.284 -1.486
C -2.592 8.007 -1.475
C -2.102 6.810 -0.962
H 3.893 2.932 3.388
H 2.321 1.033 3.428
H 1.235 5.213 1.255
H -0.641 5.430 0.968
H -4.357 3.650 -0.133
H -5.714 2.337 0.536
H -6.368 -1.569 1.500
H -3.854 -1.904 1.944
H -5.129 5.520 -0.018
H -5.769 7.763 -0.955
H -1.948 8.773 -1.905
H -1.009 6.644 -1.004
Cl -4.042 -5.697 -3.975
C -3.019 -4.615 -3.112
C -1.812 -5.108 -2.606
C -1.016 -4.377 -1.750
C -1.280 -2.991 -1.395
O -0.455 -2.273 -0.704
C -2.537 -2.478 -2.009
C -2.890 -1.073 -1.884
O -2.347 -0.193 -1.166
C -3.351 -3.265 -2.845
H -1.589 -6.156 -2.895
H -0.095 -4.777 -1.321
H -3.698 -0.798 -2.577
H -4.298 -2.905 -3.257
C 3.063 -1.230 -4.686
C 2.146 -2.023 -3.731
N 1.361 -1.164 -2.862
C 1.154 0.200 -3.065
N 0.471 0.864 -2.150
C 0.140 2.240 -2.534
C 1.243 3.013 -3.226
C 1.753 2.217 -4.431
N 1.706 0.753 -4.194
C 2.299 -0.045 -5.235
H 3.313 -1.907 -5.506
H 4.012 -0.995 -4.212
H 2.710 -2.698 -3.058
H 1.439 -2.655 -4.314
H 0.823 -1.584 -2.104
H -0.218 2.703 -1.586
H -0.769 2.253 -3.202
H 2.061 3.179 -2.517
H 0.887 4.010 -3.555
H 2.826 2.438 -4.609
H 1.217 2.368 -5.408
H 2.974 0.598 -5.799
H 1.492 -0.405 -5.919
O 2.208 -0.365 0.611
S 3.470 -0.845 -0.117
C 4.712 -1.456 1.105
C 5.691 -0.302 1.366
C 5.878 0.578 0.115
C 4.483 0.689 -0.530
H 5.209 -2.334 0.594
H 4.219 -1.805 2.010
H 6.645 -0.693 1.725
H 5.287 0.331 2.188
H 6.619 0.110 -0.558
H 6.255 1.568 0.387
H 4.579 0.738 -1.627
H 3.931 1.575 -0.174
C 1.472 -4.031 4.759
N 1.626 -4.364 3.323
C 0.820 -5.551 2.952
N -0.585 -5.507 3.401
C -0.633 -5.215 4.846
N 0.051 -3.963 5.242
C -0.579 -2.774 4.692
P -0.513 -2.786 2.781
C 1.294 -3.222 2.495
C -1.299 -4.488 2.610
H 1.937 -3.064 4.930
H 1.990 -4.801 5.335
H 1.304 -6.437 3.365
H 0.821 -5.660 1.866
H -0.079 -6.035 5.349
H -1.675 -5.175 5.199
H -0.051 -1.852 5.044
H -1.630 -2.734 5.047
H 1.935 -2.377 2.802
H 1.493 -3.360 1.408
H -1.327 -4.805 1.546
H -2.355 -4.463 2.955

E_HOMO (alpha / beta)   -0.34371 / -0.34689 Ha
LUMO energy (alpha / beta)   -3.3025 / -3.3010 eV
Spin multiplicity   8
<S²>   15.7590
Charge   +1
Orbital gap (alpha / beta)   6.050 / 6.138 eV

=====

It comes down to b, which is 220.8 kJ/mol more stable than the next structure.

=====

--- a ---
The following is a DFT calculation (the ωB97M-V functional and the def2-TZVPD basis) of C32H27N10O3STeW as an isolated structure.

Positions of all 75 atoms, in Å:
W -0.404 -0.334 0.387
O -4.229 1.419 0.117
C -4.081 2.476 -0.723
C -5.158 3.263 -1.112
C -4.996 4.275 -2.042
C -3.752 4.502 -2.611
C -2.669 3.747 -2.216
C -2.810 2.741 -1.261
C -1.674 1.926 -0.877
O -1.697 1.151 0.198
N -0.609 1.900 -1.631
N 0.309 1.019 -1.114
C 1.535 1.071 -1.673
C 2.520 0.280 -1.077
C 3.783 0.046 -1.662
C 4.652 -0.827 -1.064
C 4.275 -1.404 0.149
C 3.047 -1.090 0.698
N 2.131 -0.302 0.114
H -5.158 1.325 0.366
H -6.135 3.065 -0.689
H -5.847 4.877 -2.332
H -3.634 5.271 -3.359
H -1.692 3.906 -2.640
H 1.705 1.702 -2.533
H 4.021 0.546 -2.587
H 5.606 -1.055 -1.512
H 4.930 -2.084 0.665
H 2.790 -1.515 1.657
N 0.799 -1.414 -3.174
C 1.085 -2.222 -2.132
N 1.829 -3.276 -2.369
C 1.975 -4.147 -1.339
N 2.793 -5.211 -1.552
N 1.368 -4.028 -0.164
C 0.659 -2.935 0.009
N 0.527 -1.904 -0.927
C -0.170 -2.644 1.251
C -0.453 -3.841 2.104
C -0.005 -3.908 3.376
C 0.761 -2.850 3.923
C 0.946 -1.708 3.181
N 0.521 -1.541 1.922
H 1.232 -1.612 -4.057
H 0.327 -0.536 -3.028
H 2.927 -5.445 -2.522
H 2.686 -5.969 -0.897
H -1.063 -4.600 1.645
H -0.237 -4.766 3.988
H 1.167 -2.915 4.917
H 1.487 -0.865 3.604
O -1.346 -2.030 0.762
N -1.547 -0.033 2.310
C -2.578 -0.648 2.930
C -2.883 -0.447 4.253
C -2.105 0.442 5.000
C -1.062 1.111 4.371
C -0.808 0.859 3.028
S 0.474 1.578 2.102
H -3.152 -1.336 2.314
H -3.718 -0.962 4.701
H -2.310 0.598 6.048
H -0.436 1.810 4.903
Te -2.386 -1.079 -1.439
C -3.256 0.150 -3.012
C -2.502 0.570 -4.106
C -3.077 1.282 -5.142
C -4.423 1.605 -5.105
C -5.185 1.208 -4.018
C -4.608 0.482 -2.993
H -1.449 0.328 -4.155
H -2.476 1.575 -5.991
H -4.879 2.145 -5.923
H -6.237 1.454 -3.981
H -5.209 0.147 -2.161

E_HOMO (alpha / beta)   -0.21655 / -0.25066 Ha
LUMO energy (alpha / beta)   -0.8252 / -0.8295 eV
Spin multiplicity   2
<S²>   0.7724
Charge   0
Orbital gap (alpha / beta)   5.068 / 5.991 eV

=====

--- b ---
The following is a DFT calculation (the ωB97M-V functional and the def2-TZVPD basis) of C32H27N10O3STeW as an isolated structure.

Positions of all 75 atoms, in Å:
W 0.921 0.922 -0.351
O 1.332 -3.728 2.593
C 0.118 -3.255 2.912
C -0.732 -4.092 3.633
C -1.993 -3.663 3.992
C -2.442 -2.393 3.639
C -1.612 -1.565 2.910
C -0.330 -1.974 2.539
C 0.490 -1.111 1.686
O -0.069 -0.052 1.130
N 1.707 -1.397 1.385
N 2.166 -0.481 0.451
C 3.146 -0.958 -0.359
C 3.571 -0.024 -1.261
C 4.575 -0.273 -2.242
C 5.059 0.761 -2.963
C 4.540 2.060 -2.699
C 3.503 2.223 -1.843
N 2.921 1.201 -1.125
H 1.817 -3.035 2.091
H -0.375 -5.080 3.891
H -2.641 -4.330 4.548
H -3.433 -2.062 3.921
H -1.946 -0.583 2.602
H 3.531 -1.962 -0.280
H 4.931 -1.287 -2.359
H 5.825 0.615 -3.712
H 4.929 2.929 -3.210
H 3.079 3.200 -1.689
N -2.229 0.488 -1.596
C -2.287 1.383 -0.623
N -3.477 1.884 -0.284
C -3.471 2.789 0.681
N -4.650 3.311 1.062
N -2.380 3.230 1.342
C -1.252 2.685 0.950
N -1.127 1.779 -0.023
C -0.016 3.131 1.649
C -0.048 4.197 2.534
C 1.143 4.589 3.120
C 2.314 3.917 2.811
C 2.261 2.864 1.917
N 1.114 2.483 1.356
H -3.098 0.172 -1.989
H -1.340 0.043 -1.838
H -5.475 3.085 0.538
H -4.653 4.075 1.711
H -0.983 4.694 2.737
H 1.157 5.420 3.813
H 3.260 4.202 3.248
H 3.137 2.297 1.627
O 0.462 -0.135 -1.679
N 1.225 1.939 -3.811
C 1.064 1.740 -5.118
C 0.208 2.484 -5.910
C -0.532 3.489 -5.301
C -0.390 3.698 -3.944
C 0.507 2.894 -3.231
S 0.706 3.203 -1.504
H 1.659 0.941 -5.549
H 0.125 2.280 -6.969
H -1.220 4.095 -5.877
H -0.961 4.458 -3.428
Te -0.193 -3.081 -1.193
C -1.265 -4.495 -0.068
C -2.526 -4.174 0.439
C -3.244 -5.096 1.184
C -2.713 -6.355 1.430
C -1.456 -6.684 0.939
C -0.734 -5.758 0.202
H -2.939 -3.189 0.254
H -4.218 -4.831 1.576
H -3.275 -7.077 2.009
H -1.035 -7.661 1.138
H 0.256 -6.007 -0.159

E_HOMO (alpha / beta)   -0.21042 / -0.21045 Ha
LUMO energy (alpha / beta)   -0.9027 / -1.2301 eV
Spin multiplicity   2
<S²>   0.7592
Charge   0
Orbital gap (alpha / beta)   4.823 / 4.497 eV

=====

It comes down to b, which is 321.5 kJ/mol more stable than the next structure.